ORCA calculation (ωB97M-V with the def2-TZVPD basis set) on a single C10H12Si molecule in a non-equilibrium geometry.

The geometry in XYZ format:
```
23
Properties=species:S:1:pos:R:3:forces:R:3:nbo_charge:R:1
C 2.66748 0.17747 1.71254 2.3 -0.9 -1.9 -0.3333
C 1.49032 0.71063 1.75325 -2.1 -0.8 -0.3 -0.6227
Si 0.06075 -0.12804 0.86076 -1.4 0.2 -0.6 1.5273
C -1.30270 1.11997 0.47314 1.7 -1.2 0.7 -0.4779
C -1.69988 2.21520 0.18380 -2.0 1.7 0.2 0.0491
C -2.35238 3.56150 0.04517 2.0 -0.4 -2.6 -0.7030
C 0.52198 -0.61471 -0.86314 0.4 -0.2 -0.1 -0.5178
C 0.72841 -0.98416 -2.00068 -0.3 -0.7 -0.1 0.0555
C 1.01190 -1.63606 -3.33360 1.1 2.7 1.0 -0.7033
C -0.63801 -1.72008 1.67912 0.2 0.4 -0.5 -0.6194
C -1.31021 -2.64982 1.01060 1.4 -1.3 -0.1 -0.3397
H 3.46808 0.72013 2.14333 0.9 0.1 0.8 0.1857
H 2.99250 -0.57508 0.98749 -0.4 -0.3 0.5 0.1916
H 1.51859 1.54128 2.39540 -1.1 1.2 0.7 0.2268
H -1.83431 4.22365 0.74780 -1.1 0.0 0.3 0.2458
H -1.98339 3.96542 -0.95291 -0.3 -0.4 0.9 0.2313
H -3.44212 3.58169 -0.13816 0.5 -0.1 1.1 0.2517
H 0.08674 -2.15648 -3.66677 1.1 0.0 0.1 0.2478
H 1.19825 -0.66968 -4.05522 0.0 -2.8 1.4 0.2442
H 1.97059 -2.25197 -3.03081 -2.0 0.9 -1.6 0.2574
H -0.41583 -2.14413 2.62954 0.5 0.8 1.2 0.2201
H -1.38484 -3.66144 1.47787 -0.6 0.9 -0.4 0.1901
H -1.35190 -2.62530 -0.05853 -0.8 0.2 -0.6 0.1925
```
Positions in Å, forces in eV/Å.

Computed properties:
F_max in eV Å⁻¹: 3.3
ΔE to the lowest compared entry with this formula, charge and spin in kJ/mol: 377.9
SMILES: C=C[Si](C#CC)(C#CC)C=C
Molecular weight in g/mol: 160.3
HOMO in eV: -9.29

---

ORCA calculation (ωB97M-V with the def2-TZVPD basis set) on a single C10H13BrN2 molecule in a non-equilibrium geometry.

The geometry in XYZ format:
```
26
Properties=species:S:1:pos:R:3:forces:R:3:nbo_charge:R:1
C 1.81096 1.12512 1.30609 1.6 -0.5 -0.6 0.1047
C -0.87568 0.52712 -0.03861 0.0 3.8 1.4 0.3410
C 0.92208 0.30951 2.26654 -0.4 -0.5 2.5 -0.5929
C -1.67908 0.26257 -1.25907 -0.5 -0.1 -2.4 -0.4659
C -0.61916 -0.28059 -2.27538 0.3 0.4 -0.3 -0.3980
C -0.15611 -1.58927 -1.73090 1.4 -2.7 0.3 -0.4069
C 0.44659 -1.39287 -0.34276 0.4 1.5 1.3 -0.3821
C -0.54577 -0.79673 0.73068 -1.4 -1.0 -0.8 -0.4294
C 0.50238 2.68607 0.00990 -1.2 -5.6 2.9 0.1818
C 0.08973 -1.03146 2.06097 0.6 3.7 -1.5 0.0655
N 1.65878 2.14308 0.49470 1.2 0.3 0.5 -0.4542
N -0.53627 1.82182 0.00851 -0.5 -0.8 -1.0 -0.4831
Br -0.94385 -1.50836 3.59820 0.3 0.1 -0.7 0.0698
H 2.91005 0.80822 1.40346 -1.6 0.5 -0.1 0.1820
H 1.43846 0.07553 3.24124 0.3 0.8 -1.1 0.2365
H 0.07883 0.93465 2.59148 0.1 0.4 -0.2 0.2450
H -2.32950 -0.59706 -1.19841 -0.7 -0.2 0.5 0.2008
H -2.29514 1.12404 -1.69694 1.2 -1.0 1.1 0.2469
H -0.93149 -0.32935 -3.34927 0.1 0.2 1.0 0.2236
H 0.32317 0.26356 -2.14951 -0.4 0.9 -0.8 0.2030
H -0.99829 -2.38520 -1.69641 1.6 1.0 -0.3 0.2056
H 0.84352 -1.94418 -2.20642 -2.2 0.1 -0.3 0.2248
H 0.99495 -2.25826 0.10546 -0.5 0.6 -0.7 0.2358
H 1.13370 -0.45409 -0.39218 -0.2 -2.1 -0.3 0.2154
H -1.55756 -1.20294 0.71838 0.2 -0.9 -0.1 0.2289
H 0.31469 3.68908 -0.19973 0.2 1.4 -0.3 0.2013
```
Positions in Å, forces in eV/Å.

Computed properties:
F_max in eV Å⁻¹: 6.4
Molecular weight in g/mol: 241.1
HOMO (spin up / spin down) in eV: -8.19 / -6.92

---

ORCA calculation (ωB97M-V with the def2-TZVPD basis set) on 2 unconnected molecules or ions with the total composition C10H13BrS in a non-equilibrium geometry.

The geometry in XYZ format:
```
25
Properties=species:S:1:pos:R:3:forces:R:3:nbo_charge:R:1
C -0.28091 -1.41643 -0.30757 -3.7 1.2 -2.4 -0.2573
C 0.13145 -2.43096 0.39625 -0.4 -2.1 1.1 -0.1089
C 0.28857 -0.10283 -0.08918 0.7 0.6 -0.9 0.0201
C 1.55703 -0.16973 0.39243 -0.3 -0.1 -0.7 -0.0942
C 1.27039 -2.35475 1.34014 1.6 -1.1 1.8 -0.5431
C 2.13920 -1.23319 0.88423 1.5 0.0 0.7 0.0123
C 0.55812 2.24107 0.12577 -4.2 2.5 2.4 -0.5939
C -1.64839 1.22460 0.64336 0.1 2.2 0.8 -0.5989
C -1.05718 1.38979 -1.78444 1.7 2.4 2.6 -0.5840
C -0.48322 1.19432 -0.32942 0.5 -0.3 0.3 -0.0924
S -0.50803 -2.40375 -2.97632 0.1 0.0 0.1 -0.0717
Br 4.14354 -1.50775 0.89006 -1.7 0.1 -0.2 -0.0134
H -1.36061 -1.52752 -0.79400 2.4 0.3 0.7 0.2422
H -0.46677 -3.33289 0.34683 0.2 -0.2 0.2 0.2274
H 0.93773 -2.19230 2.44538 0.2 -0.5 -1.8 0.2711
H 1.88648 -3.32602 1.31902 -0.9 1.4 0.2 0.2701
H 0.53707 2.09348 1.28332 1.2 0.3 -2.1 0.2185
H 1.45255 2.24644 -0.40415 1.7 -0.3 -0.4 0.2284
H 0.11270 3.31343 0.03228 0.6 -1.6 0.0 0.2016
H -1.23648 1.31724 1.65767 -0.2 -0.1 -0.1 0.2052
H -2.24343 0.34762 0.65517 -0.8 -0.8 -0.4 0.2102
H -2.25962 2.17001 0.46995 0.5 -1.3 0.2 0.2146
H -1.59857 2.37682 -1.73869 0.4 -1.1 -0.3 0.2117
H -1.67275 0.60591 -2.04938 -1.4 -1.6 -0.8 0.2091
H -0.19887 1.47738 -2.40872 0.4 0.0 -1.0 0.2153
```
Positions in Å, forces in eV/Å.

Computed properties:
F_max in eV Å⁻¹: 5.4
ΔE to the lowest compared entry with this formula, charge and spin in kJ/mol: 507.1
Molecular weight in g/mol: 245.2
HOMO (spin up / spin down) in eV: -8.32 / -8.31

---

ORCA calculation (ωB97M-V with the def2-TZVPD basis set) on a molecular structure, C10H13CeClO2S in a non-equilibrium geometry.

The geometry in XYZ format:
```
28
Properties=species:S:1:pos:R:3:forces:R:3:lowdin_charge:R:1
Cl -2.05709 -1.54961 -0.39816 1.1 0.2 0.1 0.3383
C 1.65665 -1.87300 -2.02393 -0.6 -0.4 0.3 -0.0700
C 2.40770 -0.68148 -1.88578 0.1 0.5 0.2 -0.0905
C 1.58151 0.42615 -2.26018 0.0 -0.2 -0.3 -0.1031
H 3.44774 -0.61244 -1.53764 -0.6 -0.1 -0.3 0.1493
C 0.30936 -0.09581 -2.65203 0.3 -0.6 -0.7 -0.4235
C 0.34652 -1.53010 -2.46752 0.0 0.1 -1.0 -0.1483
H -0.53582 -2.19957 -2.58825 1.1 0.6 -0.1 0.1423
H 1.99217 -2.89869 -1.79395 -0.1 0.7 -0.2 0.1585
H 1.83007 1.50656 -2.21133 0.0 -0.9 -0.1 0.1698
C -0.92032 0.69638 -2.98935 -0.7 0.3 0.2 -0.0048
Ce 0.23097 -0.38140 -0.29140 -2.6 1.8 -0.4 0.6386
C 2.32054 0.29432 1.00524 3.7 1.8 3.1 -0.0140
C 0.55379 -2.02272 1.40010 -0.9 -5.4 6.2 -0.0563
O 3.11102 0.72697 1.71627 -2.7 -1.5 -2.5 0.2276
O 0.35199 -2.72929 2.30275 1.2 3.4 -4.4 0.2311
H -0.96515 1.69064 -2.48275 0.2 -0.5 -0.4 0.1171
H -1.86853 0.16129 -2.74292 0.8 0.2 -0.3 0.0963
H -0.92409 0.88966 -4.07998 0.0 0.0 0.5 0.1342
C -0.57812 1.81834 3.67911 -0.3 0.6 1.2 -0.3070
S -0.56488 1.04184 2.08536 0.5 -0.2 -0.6 0.7880
C -2.24150 0.44131 2.07142 -0.7 -0.8 -0.7 -0.3670
H 0.43275 2.10207 3.99140 -0.3 -0.1 -0.1 0.0668
H -1.03555 1.11073 4.40761 0.5 0.4 -0.5 0.0865
H -1.23315 2.71695 3.59127 0.6 -0.6 0.1 0.0873
H -2.22131 -0.65479 2.24117 -0.3 0.8 0.2 0.0457
H -2.78443 0.97896 2.85827 0.0 -0.2 -0.4 0.0761
H -2.64283 0.62675 1.05521 -0.2 0.0 0.9 0.0307
```
Positions in Å, forces in eV/Å.

Computed properties:
Charge: +2
F_max in eV Å⁻¹: 8.3
Molecular weight in g/mol: 372.8
HOMO (spin up / spin down) in eV: -16.85 / -16.85

---

ORCA calculation (ωB97M-V with the def2-TZVPD basis set) on a molecular structure, C10H13CeN2O5S in a non-equilibrium geometry.

The geometry in XYZ format:
```
32
Properties=species:S:1:pos:R:3:forces:R:3:lowdin_charge:R:1
O 5.87651 -5.89669 -1.89144 -2.4 2.1 0.9 0.1000
C 5.06110 -5.16237 -1.57258 2.1 -1.9 -0.9 0.0338
Ce 2.35642 -2.25090 -0.53847 -0.5 -2.2 -2.1 1.0511
C 0.23481 -1.81009 0.26710 -8.6 1.9 3.2 -0.1167
O -0.85645 -1.62471 0.65540 5.7 -1.1 -2.0 0.2221
C 3.35264 -0.32314 0.38676 4.0 5.9 3.3 -0.1875
O 3.87827 0.59035 0.88001 -2.4 -4.3 -2.2 0.2295
C 2.64748 -1.28385 -2.81540 1.6 3.2 -6.6 -0.0632
O 2.87911 -0.75361 -3.82165 -1.2 -2.7 4.9 0.2346
C 2.83914 -2.91690 1.98709 1.4 -0.7 5.9 0.0549
O 3.09952 -3.05380 3.10441 -1.2 0.5 -5.2 0.2405
H 4.19950 -2.42986 -0.54084 1.4 0.1 0.4 0.0296
C -3.52490 0.00061 -1.58610 0.1 -0.1 -0.2 -0.0461
C -2.66805 0.83664 -0.64494 -1.4 0.8 0.1 -0.2210
N -1.34189 1.08912 -1.22005 1.9 -1.1 0.1 0.0619
C -0.22894 1.18253 -0.48237 -2.1 0.6 1.2 -0.6735
S 1.25627 0.54805 -1.11660 1.0 -1.4 -0.2 0.8773
N -0.23593 1.70815 0.74460 1.3 -0.3 -1.3 0.0626
C -1.18816 2.68088 1.29632 -0.6 0.6 0.6 -0.1888
C -1.78207 2.18985 2.60317 -0.1 -0.3 0.3 -0.0547
H -3.60296 0.45442 -2.58518 0.1 -0.1 0.3 0.1018
H -4.54483 -0.07626 -1.19252 0.3 0.0 0.0 0.1065
H -3.11323 -1.01496 -1.67607 -0.2 0.2 -0.1 0.0809
H -3.12974 1.81746 -0.48679 -0.2 -0.4 0.0 0.1260
H -2.59255 0.35170 0.33963 0.3 0.2 -0.3 0.1116
H -1.14900 0.69712 -2.14203 -0.5 0.2 0.1 0.1457
H 0.69891 1.71910 1.15251 -0.5 0.1 0.2 0.1479
H -0.65135 3.61384 1.50064 0.1 -0.2 -0.3 0.1469
H -1.96574 2.91545 0.56266 0.4 -0.1 0.1 0.1157
H -1.01406 2.05722 3.37740 -0.1 0.1 -0.2 0.0909
H -2.50602 2.92183 2.97861 0.1 -0.2 -0.1 0.1063
H -2.28379 1.22281 2.47673 -0.1 0.2 0.0 0.0733
```
Positions in Å, forces in eV/Å.

Computed properties:
Charge: +3
F_max in eV Å⁻¹: 9.4
ΔE to the lowest compared entry with this formula, charge and spin in kJ/mol: 69.8
Molecular weight in g/mol: 413.4
HOMO (spin up / spin down) in eV: -19.67 / -19.66

---

ORCA calculation (ωB97M-V with the def2-TZVPD basis set) on 2 unconnected molecules or ions with the total composition C10H13Cl2NO2.

The geometry in XYZ format:
```
28
Properties=species:S:1:pos:R:3:forces:R:3:nbo_charge:R:1
C 1.05973 1.93915 -1.92902 0.1 -0.3 0.2 -0.6396
C 0.76367 0.52029 -1.46405 -0.4 0.3 -0.2 -0.0755
O 1.84538 -0.04012 -0.71245 0.3 -0.1 0.1 -0.5077
C 2.03712 0.44052 0.52218 0.0 -0.2 -0.1 0.7775
O 1.35987 1.28173 1.05274 0.0 0.1 0.0 -0.6003
C 3.18808 -0.22298 1.16120 -0.2 0.6 0.6 -0.3717
Cl 3.76079 0.47937 2.64346 0.0 -0.2 -0.1 0.0441
C 3.70179 -1.34540 0.71931 0.1 -0.2 -0.3 0.4933
N 4.26914 -2.27073 0.20345 0.4 0.1 -0.2 -0.5748
H 0.26424 2.27638 -2.58687 -0.1 0.0 -0.1 0.2166
H 1.11365 2.60618 -1.07257 0.0 0.1 0.0 0.2296
H 2.00547 1.97116 -2.46512 0.1 0.0 -0.1 0.2110
H 0.64967 -0.15818 -2.31162 0.0 0.1 0.1 0.1904
H -0.14462 0.50622 -0.85312 0.2 -0.1 -0.1 0.2039
H 4.04758 -3.24509 0.34758 -0.3 -0.1 0.2 0.4013
C -2.43023 1.19177 0.66235 0.0 -0.1 0.0 -0.3849
C -2.60040 -0.09011 0.34511 -0.2 0.4 -0.1 -0.0292
C -3.79748 -0.56858 -0.42427 0.0 0.1 0.1 -0.6299
C -1.62544 -1.13039 0.66376 0.4 -0.2 0.3 -0.2614
C -0.68256 -1.03164 1.59468 -0.4 0.1 -0.2 -0.1824
Cl 0.46202 -2.28144 1.87403 0.2 -0.3 0.1 -0.0099
H -1.54824 1.54478 1.16913 0.2 0.0 0.1 0.2073
H -3.16358 1.93715 0.40577 -0.2 0.1 -0.1 0.1974
H -4.49437 0.24509 -0.60614 -0.1 0.0 0.0 0.2183
H -3.48267 -0.97822 -1.38466 0.0 -0.1 -0.1 0.2144
H -4.31401 -1.35738 0.12180 -0.1 -0.1 0.0 0.2176
H -1.70691 -2.04618 0.09294 0.1 -0.1 0.0 0.2152
H -0.53768 -0.17335 2.23042 0.0 0.1 0.0 0.2295
```
Positions in Å, forces in eV/Å.

Computed properties:
F_max in eV Å⁻¹: 0.9
ΔE to the lowest compared entry with this formula, charge and spin in kJ/mol: 0.0
SMILES: CCOC(=O)C(Cl)=C=N.C=C(C)/C=C/Cl
Molecular weight in g/mol: 250.1
HOMO in eV: -8.72

---

Question: Number 4 is which compound?
Answer: C10H13CeClO2S

---

Copy entry 1 word for word.
ORCA calculation (ωB97M-V with the def2-TZVPD basis set) on a single C10H12Si molecule in a non-equilibrium geometry.

The geometry in XYZ format:
```
23
Properties=species:S:1:pos:R:3:forces:R:3:nbo_charge:R:1
C 2.66748 0.17747 1.71254 2.3 -0.9 -1.9 -0.3333
C 1.49032 0.71063 1.75325 -2.1 -0.8 -0.3 -0.6227
Si 0.06075 -0.12804 0.86076 -1.4 0.2 -0.6 1.5273
C -1.30270 1.11997 0.47314 1.7 -1.2 0.7 -0.4779
C -1.69988 2.21520 0.18380 -2.0 1.7 0.2 0.0491
C -2.35238 3.56150 0.04517 2.0 -0.4 -2.6 -0.7030
C 0.52198 -0.61471 -0.86314 0.4 -0.2 -0.1 -0.5178
C 0.72841 -0.98416 -2.00068 -0.3 -0.7 -0.1 0.0555
C 1.01190 -1.63606 -3.33360 1.1 2.7 1.0 -0.7033
C -0.63801 -1.72008 1.67912 0.2 0.4 -0.5 -0.6194
C -1.31021 -2.64982 1.01060 1.4 -1.3 -0.1 -0.3397
H 3.46808 0.72013 2.14333 0.9 0.1 0.8 0.1857
H 2.99250 -0.57508 0.98749 -0.4 -0.3 0.5 0.1916
H 1.51859 1.54128 2.39540 -1.1 1.2 0.7 0.2268
H -1.83431 4.22365 0.74780 -1.1 0.0 0.3 0.2458
H -1.98339 3.96542 -0.95291 -0.3 -0.4 0.9 0.2313
H -3.44212 3.58169 -0.13816 0.5 -0.1 1.1 0.2517
H 0.08674 -2.15648 -3.66677 1.1 0.0 0.1 0.2478
H 1.19825 -0.66968 -4.05522 0.0 -2.8 1.4 0.2442
H 1.97059 -2.25197 -3.03081 -2.0 0.9 -1.6 0.2574
H -0.41583 -2.14413 2.62954 0.5 0.8 1.2 0.2201
H -1.38484 -3.66144 1.47787 -0.6 0.9 -0.4 0.1901
H -1.35190 -2.62530 -0.05853 -0.8 0.2 -0.6 0.1925
```
Positions in Å, forces in eV/Å.

Computed properties:
F_max in eV Å⁻¹: 3.3
ΔE to the lowest compared entry with this formula, charge and spin in kJ/mol: 377.9
SMILES: C=C[Si](C#CC)(C#CC)C=C
Molecular weight in g/mol: 160.3
HOMO in eV: -9.29